<one>
Computed, not measured: a 2-piece molecular cluster, C2HNOS overall, with ωB97M-V/def2-TZVPD.

The HOMO energy is -10.71 eV. As for the orbital gap: 9.6 eV.

```
6
Properties=species:S:1:pos:R:3:lowdin_charge:R:1
C 0.332 -0.818 1.580 -0.48
C -0.607 0.514 -1.402 -0.38
N -0.684 -0.229 -0.476 0.16
O -0.488 1.247 -2.311 0.14
S 1.672 -0.457 2.259 0.77
H -0.225 -0.257 0.349 -0.21
```

***

<two>
Computed, not measured: a 2-piece molecular cluster, C2HNOS overall, with ωB97M-V/def2-TZVPD.

The HOMO energy is -11.14 eV. As for the orbital gap: 10.9 eV.

```
6
Properties=species:S:1:pos:R:3:lowdin_charge:R:1
C 0.895 -2.799 -0.600 -0.60
C -0.799 1.769 0.380 -0.40
N -0.530 0.591 0.281 0.20
O -0.966 2.896 0.518 0.18
S 2.355 -2.427 -0.303 0.60
H -0.955 -0.030 -0.275 0.02
```

***

<three>
Computed, not measured: one molecule with the formula C2HNOS, with ωB97M-V/def2-TZVPD.

The HOMO energy is -10.23 eV. The SMILES is O=CN=C=S. As for the orbital gap: 10.2 eV.

```
6
Properties=species:S:1:pos:R:3:lowdin_charge:R:1
O 1.937 0.269 0.394 0.08
C 0.918 0.096 -0.166 -0.42
N -0.144 0.596 0.450 0.10
C -1.186 -0.012 0.306 -0.82
S -2.545 -0.592 0.220 0.89
H 1.021 -0.357 -1.205 0.16
```

***

Of them, <three> has the highest stability.

***

<one>
Computed, not measured: one molecule with the formula C4H5NOS, with ωB97M-V/def2-TZVPD.

The HOMO energy is -8.40 eV. The SMILES is S/N=C1\CC=CO1. As for the orbital gap: 9.3 eV.

```
12
Properties=species:S:1:pos:R:3:lowdin_charge:R:1
S 2.814 -0.024 -0.097 0.71
N 1.529 -1.120 0.018 -0.32
C 0.345 -0.655 0.065 -0.49
C -0.062 0.799 0.066 -0.16
C -1.568 0.684 0.002 -0.08
C -1.905 -0.596 -0.058 -0.08
O -0.770 -1.431 -0.016 0.02
H 3.822 -0.813 0.416 -0.13
H 0.262 1.299 -0.891 0.13
H 0.442 1.369 0.892 0.12
H -2.125 1.667 -0.095 0.13
H -2.784 -1.180 -0.301 0.13
```

***

<two>
Computed, not measured: one molecule with the formula C4H5NOS, with ωB97M-V/def2-TZVPD.

The HOMO energy is -8.56 eV. The SMILES is S=C1N[C@H]2C[C@H]2O1. As for the orbital gap: 9.2 eV.

```
12
Properties=species:S:1:pos:R:3:lowdin_charge:R:1
S 1.307 -2.727 -1.105 0.59
C 0.500 -1.331 -0.598 -0.86
N -0.320 -1.170 0.488 0.04
C -0.724 0.231 0.619 -0.19
C 0.374 1.306 0.429 -0.03
C -0.328 0.736 -0.738 -0.31
O 0.408 -0.229 -1.449 -0.03
H -0.042 -1.731 1.369 0.19
H -1.677 0.337 1.081 0.13
H 1.429 0.833 0.258 0.16
H 0.107 2.321 0.921 0.14
H -1.035 1.423 -1.276 0.17
```

***

Of them, <one> has the highest stability.

***

<one>
Computed, not measured: one molecule with the formula C4H5NOS, with ωB97M-V/def2-TZVPD.

The HOMO energy is -8.45 eV. The SMILES is S/N=C1\CC=CO1. As for the orbital gap: 9.3 eV.

```
12
Properties=species:S:1:pos:R:3:lowdin_charge:R:1
S -2.813 0.010 0.031 0.74
N -1.533 -1.110 0.021 -0.28
C -0.395 -0.611 0.022 -0.51
C 0.085 0.850 0.050 -0.13
C 1.554 0.694 0.011 -0.07
C 1.848 -0.604 -0.003 -0.07
O 0.696 -1.409 0.066 0.02
H -3.811 -0.841 -0.248 -0.15
H -0.305 1.241 0.983 0.11
H -0.352 1.461 -0.761 0.12
H 2.236 1.483 -0.076 0.09
H 2.789 -1.165 -0.096 0.13
```

***

<two>
Computed, not measured: one molecule with the formula C4H5NOS, with ωB97M-V/def2-TZVPD.

The HOMO energy is -8.35 eV. The SMILES is Oc1c[nH]cc1S. As for the orbital gap: 9.0 eV.

```
12
Properties=species:S:1:pos:R:3:lowdin_charge:R:1
O 0.970 -1.355 0.991 -0.08
C 0.463 -0.770 -0.247 -0.35
C 1.037 -0.773 -1.499 -0.10
N 0.438 0.298 -2.080 -0.05
C -0.643 0.904 -1.213 -0.06
C -0.390 0.267 -0.006 -0.58
S -0.939 0.627 1.714 0.74
H 0.155 -1.393 1.542 0.03
H 1.954 -1.277 -1.866 0.14
H 0.261 0.120 -3.235 0.22
H -1.092 1.913 -1.494 0.12
H 0.124 1.598 2.039 -0.04
```

***

Of them, <one> has the highest stability.